The following is a DFT calculation (wB97M-V/def2-TZVPD) of a 2-piece molecular cluster, CH2NO2 overall.

Each atom is followed by the atoms it is bonded to, with distances in Å.
Geometry (Å):
1 C 1.95 -0.28 -0.70  N2 1.310, O3 1.349
2 N 1.56 -1.06 0.27  C1 1.310, O4 1.279
3 O 2.63 0.34 -1.69  C1 1.349
4 O 0.65 -1.14 1.17  N2 1.279
5 H -3.72 1.06 0.27  H6 0.759
6 H -3.08 1.07 0.68  H5 0.759

Output
- Highest occupied orbital energy: -2.515 eV
- E_LUMO: 4.48 eV
- Energy relative to the best compared isomer or geometry (same formula, charge and spin): 5.260 eV
- Net charge: -1

How positive or negative is each atom? The natural (NBO) charges in e answer that: 0.558 -0.163 -0.736 -0.658 -0.028 0.027